Entry 1:
# C35H28N11O3PtS4

A structure of composition C35H28N11O3PtS4 (wB97M-V/def2-TZVPD, OMol25).

```
82
Properties=species:S:1:pos:R:3
H -1.01 -4.76 -5.88
H -3.29 -5.53 -5.09
C 3.12 -1.93 0.43
N -1.60 -1.10 1.66
H -4.74 1.30 2.95
C -0.75 -3.42 -4.21
H -2.69 -2.88 2.26
O 0.95 -2.00 -5.52
C 1.42 0.48 5.50
C 4.22 3.07 -2.09
C -4.39 1.13 1.94
N -3.29 0.18 2.08
C 1.83 1.92 3.55
H -3.43 1.27 -0.57
H 1.83 0.70 -2.89
N 1.55 0.69 3.15
C -3.99 2.37 1.17
C 3.56 1.84 -2.18
H -0.37 -5.36 3.44
H -3.55 5.71 1.63
C 1.43 2.83 -2.78
C -0.18 -2.05 -2.39
N 2.02 -1.11 0.52
N -1.97 1.79 -2.50
C -1.26 -2.87 -3.05
N 4.05 -1.37 -0.34
H 2.69 2.62 1.82
H 3.23 -2.91 0.85
C 2.03 -2.49 4.92
H -4.38 -4.31 -3.18
H -4.29 3.69 2.86
H 1.19 0.09 6.46
C 3.49 4.20 -2.48
C -3.51 4.73 1.15
H -5.22 0.59 1.39
S 1.92 -4.13 4.52
C -2.56 -3.23 -2.67
C -2.80 3.31 -0.77
C -2.75 -4.74 -4.56
H -0.85 -4.26 2.06
H -2.74 5.49 -0.66
N 3.57 -0.16 -0.72
S 0.92 -2.90 -4.39
H 1.76 0.93 -0.27
C 0.01 -4.74 2.63
C -2.60 -1.82 2.23
C -2.03 0.16 1.63
H 1.51 5.00 -2.72
H 4.44 -0.07 -2.58
C 0.00 2.63 -2.78
S 1.73 2.14 5.26
C 1.39 -0.18 4.24
C -2.00 2.95 -1.88
O -0.80 3.64 -2.24
H 2.61 -2.21 5.84
C -2.99 4.59 -0.16
H 1.45 3.76 2.54
H 4.01 5.13 -2.53
Pt 0.19 -1.67 1.06
H -1.45 1.02 1.40
N 0.99 -2.05 -2.95
H -2.93 -2.74 -1.74
N -0.73 1.55 -3.05
C -3.44 2.24 -0.10
H 5.26 0.81 -1.30
C 4.30 0.60 -1.71
N 0.76 -2.38 2.99
O 1.83 -3.97 -4.30
C -1.46 -4.36 -4.98
C 2.35 0.03 -0.14
C 2.11 4.09 -2.64
C 1.30 -1.62 4.08
C -3.34 -4.10 -3.47
C -3.98 3.61 1.83
C 2.26 1.70 -2.71
H 3.13 3.60 3.31
C 2.32 3.06 2.74
S -0.56 -1.04 -1.03
N -3.60 -1.02 2.57
H 0.68 -5.30 1.96
C 0.80 -3.67 3.30
H 5.31 3.18 -1.78
```

## Properties
E_tot in hartree: -3890.27963
ΔE to the lowest compared entry with this formula, charge and spin in kcal per mole: 3.8
F_max in eV Å⁻¹: 4.87
Charge: +1
Multiplicity: 3

Results of the Löwdin charge analysis, in e, for atoms 1 through 5:
1. H 0.1243
2. H 0.1145
3. C -0.1500
4. N -0.2121
5. H 0.1308

=====

Entry 2:
# C35H28N8O7STl

A structure of composition C35H28N8O7STl (wB97M-V/def2-TZVPD, OMol25).

```
80
Properties=species:S:1:pos:R:3
H 3.24 -4.94 2.20
H -5.03 -2.53 -3.49
C -0.31 5.24 1.45
S -2.00 -1.17 -1.70
O -2.03 1.58 -0.11
H 3.05 -4.51 -1.99
H 4.07 0.57 -1.21
C 3.70 -3.07 1.65
C -5.30 -2.58 -2.44
H 2.32 -3.48 -4.12
C -2.01 -2.79 -2.54
H 1.43 -4.80 -0.15
H 3.65 -1.08 1.33
N 3.56 -1.81 2.01
C -2.70 -0.46 4.15
H -0.91 -4.03 -0.42
H -6.64 -4.24 -2.71
O 2.46 8.29 0.98
H -0.02 -2.71 -4.38
H -4.29 0.36 2.91
N -1.05 0.39 2.12
C 2.02 -4.21 -2.13
C -6.21 -3.54 -2.00
N 2.93 7.81 -0.03
C 0.30 -3.19 -3.46
H -0.90 3.16 1.61
H -6.29 -2.72 1.28
C -2.90 1.22 0.73
H -3.81 0.28 -1.47
C 1.81 5.57 0.38
C -0.62 -3.35 -2.43
N 3.37 -4.02 2.57
O 1.43 -1.36 3.90
H -0.86 -1.21 5.04
C -6.01 -2.69 0.23
C -0.20 -3.95 -1.24
C 4.03 4.37 -0.96
C -5.12 -1.72 -0.20
H 2.75 -3.73 3.31
H -7.26 -4.35 -0.32
C 4.41 -2.55 -0.40
C 0.66 6.10 1.00
C -0.54 -0.24 3.17
N 4.64 -1.74 -1.21
C 1.11 -4.37 -1.09
C -0.14 3.86 1.28
C 0.97 -0.48 3.13
O -1.88 -1.49 -0.25
C 5.11 3.75 -1.60
C 4.07 1.65 -1.14
H -1.21 5.62 1.93
C 2.89 6.34 -0.17
N 0.91 3.35 0.69
Tl 0.40 0.62 0.00
H 5.91 4.36 -2.01
H 2.96 -1.57 2.81
C -4.75 -1.67 -1.54
H 4.71 6.42 -1.23
C 3.02 3.55 -0.43
H -4.71 -0.99 0.49
H 5.95 1.86 -2.18
O 1.62 0.19 2.30
N 4.18 -3.50 0.49
C 5.14 2.38 -1.69
H -2.30 -2.62 -3.58
C 3.93 5.78 -0.82
O -4.13 1.28 0.62
H -3.80 -0.48 -3.08
C 1.61 -3.62 -3.31
C -1.33 -0.69 4.21
N 3.05 2.21 -0.53
C -3.23 0.18 3.03
C -3.73 -0.67 -2.00
H -3.35 -0.78 4.95
C 1.88 4.17 0.23
C -6.56 -3.60 -0.66
H 0.55 7.16 1.13
O 3.46 8.45 -0.92
C -2.37 0.58 2.02
H -2.75 -3.40 -2.03
```

## Properties
E_tot in hartree: -2886.09314
ΔE to the lowest compared entry with this formula, charge and spin in kcal per mole: 0.0
F_max in eV Å⁻¹: 0.29
Charge: -1

Results of the natural (NBO) charge analysis, in e, for atoms 1 through 5:
1. H 0.3958
2. H 0.2004
3. C -0.2464
4. S 1.3098
5. O -0.8031

=====

Entry 3:
# C35H29AlN4PS3

A structure of composition C35H29AlN4PS3 (wB97M-V/def2-TZVPD, OMol25).

```
73
Properties=species:S:1:pos:R:3
H -5.08 -4.44 0.87
H -1.60 -1.77 -3.18
Al -1.10 0.61 -1.08
H 5.89 0.05 -2.83
N -1.07 1.46 3.89
H 2.00 2.90 1.28
C -3.66 -1.06 -0.31
C -0.59 -1.35 -1.32
C -4.33 -1.91 -1.20
C -3.20 -0.01 -2.23
C -1.05 -2.19 -2.34
C 0.51 3.24 -1.32
C 3.24 2.03 2.79
C -0.08 -4.12 -1.32
C 2.53 2.02 1.60
H -1.34 1.75 5.92
H 4.90 -1.07 -4.78
C -0.48 5.39 -1.68
H 1.64 5.03 -1.70
H 4.36 -1.15 2.80
C -1.04 -0.74 3.03
H -0.99 2.45 3.71
S -2.23 0.97 -3.20
H -1.20 -4.16 -3.14
C 2.08 -0.49 -3.05
C 4.26 -0.73 -3.99
P 1.48 0.81 -0.70
H -0.40 6.45 -1.89
H 4.43 0.82 -0.98
C -1.19 -1.22 4.30
C 2.50 0.87 0.82
S -0.83 1.41 1.30
N -0.70 2.67 -1.19
C -0.99 0.65 2.80
N 1.60 2.44 -1.18
H -2.63 5.38 -1.57
C -1.31 -0.34 5.39
H 2.46 -1.42 -4.94
S -4.28 -1.23 -2.82
H 3.29 2.94 3.37
H 4.44 0.90 4.16
C 4.00 0.34 -1.85
C -1.25 1.00 5.15
C -1.79 3.45 -1.25
C -1.73 4.80 -1.50
H -3.19 -0.69 1.74
H -1.45 -0.70 6.39
H 1.01 -3.75 0.49
C 0.41 -3.32 -0.30
C 3.89 0.89 3.22
C 3.14 -0.28 1.27
C 2.89 -0.93 -4.07
H 0.11 -5.19 -1.32
C 2.63 0.14 -1.94
H 0.56 -1.34 0.49
C 0.65 4.61 -1.58
H -1.21 -2.29 4.48
H -2.73 2.94 -1.10
H 3.10 -1.19 0.68
C 3.84 -0.27 2.47
C -4.73 -3.48 0.53
N -3.01 0.00 -0.92
C -3.64 -1.38 1.04
C -4.85 -3.13 -0.80
H -4.12 -2.86 2.49
H 1.01 -0.64 -3.10
H 2.51 2.85 -1.36
C 0.16 -1.96 -0.31
H -5.29 -3.80 -1.52
C -4.17 -2.59 1.45
C -0.82 -3.55 -2.34
C 4.82 -0.10 -2.88
H -0.97 -1.41 2.19
```

## Properties
E_tot in hartree: -3348.48012
ΔE to the lowest compared entry with this formula, charge and spin in kcal per mole: 34.5
F_max in eV Å⁻¹: 1.41
Charge: +1

Results of the Löwdin charge analysis, in e, for atoms 1 through 5:
1. H 0.1074
2. H 0.0602
3. Al -0.1031
4. H 0.1088
5. N 0.0666

=====

Entry 4:
# C35H29BBrClF4HfN5OPS

A structure of composition C35H29BBrClF4HfN5OPS (wB97M-V/def2-TZVPD, OMol25).

```
80
Properties=species:S:1:pos:R:3
C 0.44 3.72 2.38
C -0.34 3.78 1.22
F -1.79 -2.43 -1.87
F -0.22 -3.95 -2.56
H 2.04 -6.69 0.42
C -1.29 4.67 -1.85
H 4.73 5.95 -2.26
H 4.73 2.79 0.65
H 3.22 1.90 2.12
H 3.64 4.20 -3.64
O -1.01 0.44 1.11
H -0.42 -6.76 0.28
N 1.93 -2.11 0.77
C -4.10 -1.32 1.92
N -0.70 -2.18 0.85
N 2.80 1.36 1.38
N 1.61 0.68 1.67
C 3.88 5.41 -1.88
H -3.16 1.83 -3.67
H -2.84 2.30 1.43
C 3.25 -2.06 0.85
C 2.12 -4.54 0.64
C -2.30 0.23 1.39
S 2.66 0.49 -1.14
C -1.90 -2.19 1.37
F -0.80 -2.19 -3.92
H -0.74 5.46 -1.35
H -3.01 5.40 2.55
Cl -1.24 0.66 -2.05
C -0.67 -4.64 0.53
C -0.98 3.34 -1.54
C 1.45 -5.78 0.49
P 0.30 2.96 -0.30
H -1.61 5.26 4.58
C 3.52 -4.42 0.72
C -2.65 2.64 -3.16
C 1.67 4.02 -0.88
H -2.29 -3.15 1.71
C -2.76 -1.09 1.56
C 3.27 4.42 -2.65
C -4.97 -0.28 2.06
C -2.96 3.96 -3.42
H -1.74 -4.70 0.42
H 1.44 3.31 2.33
H -4.45 -2.34 2.07
H -2.22 4.46 0.43
C 0.09 -5.82 0.42
H -2.49 6.01 -3.00
H 0.62 4.20 4.46
Br -6.78 -0.58 2.52
C -2.04 4.92 2.51
B -0.88 -2.83 -2.77
H -5.21 1.85 1.98
H 3.70 -1.08 0.87
H 0.91 1.35 2.01
H -3.73 4.19 -4.15
C 2.27 5.03 -0.12
C -4.51 1.03 1.87
H 1.86 5.30 0.84
C 2.17 3.73 -2.15
Hf 0.41 -0.42 -0.06
C 4.08 -3.18 0.86
H 1.79 0.00 2.41
C -2.27 4.98 -2.78
H 3.82 6.51 -0.04
C 3.37 5.71 -0.62
C 0.00 4.25 3.58
H 1.70 2.97 -2.76
C 1.36 -3.36 0.72
N 4.38 2.16 -0.05
H 5.15 -3.05 0.94
C -1.59 4.39 1.30
C -0.05 -3.43 0.71
C 3.31 1.41 0.13
F 0.60 -1.51 -1.69
C -1.25 4.85 3.65
H 4.73 2.29 -0.99
C -1.67 2.35 -2.23
H 4.14 -5.31 0.68
C -3.20 1.28 1.55
```

## Properties
E_tot in hartree: -5946.20763
ΔE to the lowest compared entry with this formula, charge and spin in kcal per mole: 0.0
F_max in eV Å⁻¹: 0.50
Charge: +2

Results of the Löwdin charge analysis, in e, for atoms 1 through 5:
1. C -0.1406
2. C -0.3567
3. F 0.2004
4. F 0.2804
5. H 0.1318

=====

Entry 5:
# C35H29BI2N9OPbS

A structure of composition C35H29BI2N9OPbS (wB97M-V/def2-TZVPD, OMol25).

```
79
Properties=species:S:1:pos:R:3
C -0.01 4.26 0.27
H -1.45 1.78 -2.73
N 2.49 0.64 -1.34
C -2.19 -1.51 -0.25
C -1.38 2.21 4.18
C -2.48 0.64 -5.77
N 3.04 1.09 1.69
C 3.88 0.97 2.72
C -2.30 1.34 1.78
H -3.12 -1.65 -0.81
N 0.54 2.10 0.03
C 1.31 4.07 0.63
H -1.94 -1.23 -6.68
C 2.33 -2.76 0.12
C -1.59 1.11 -3.57
H 1.66 -4.09 -3.44
C -1.08 -0.96 -4.72
H -2.85 2.45 -4.67
C 0.30 -1.83 -2.90
B 3.04 2.15 0.58
H 2.05 4.77 0.96
H -3.32 3.09 4.47
C 3.53 -0.16 3.45
C -3.67 -2.44 1.53
H 4.00 -0.54 4.34
H -4.17 2.27 2.27
N -1.05 1.07 2.12
H 2.54 -2.40 1.11
C -2.41 -1.98 1.16
C -2.35 1.49 -4.66
H -0.97 2.52 5.13
C -2.68 2.52 3.81
C 2.91 0.44 -2.59
N 2.14 0.08 1.71
H -3.08 0.96 -6.61
C 2.98 -3.90 -0.34
H -3.17 1.58 -0.17
H 3.68 -4.41 0.31
H 4.63 1.23 -3.76
H -3.67 0.15 0.72
H -1.78 0.26 -1.23
H 3.23 -5.27 -1.97
H 4.67 1.69 2.87
C -1.37 -1.88 2.09
N 1.63 2.78 0.48
H -1.40 -2.07 -0.76
C 1.84 -3.72 -2.44
N -0.17 -0.67 -2.58
H 5.06 2.58 -1.41
H -4.45 -2.51 0.78
C 2.43 -0.68 2.77
C -3.15 2.07 2.59
C 1.43 -2.11 -0.70
O -0.15 -1.57 1.70
C -0.60 1.49 3.30
I -5.82 -3.49 3.37
C -0.96 -0.13 -3.60
N 3.35 1.52 -0.79
H -0.57 5.18 0.26
H -3.16 -2.84 4.83
H 2.39 -0.24 -3.24
C -1.85 -0.58 -5.82
H -1.42 2.69 -0.45
H 0.43 1.23 3.54
I -0.29 -1.93 4.94
C 1.18 -2.57 -1.99
C -2.81 0.77 0.47
H 1.82 -1.54 3.00
N -1.84 -0.05 -0.27
C -0.45 2.99 -0.10
C 4.29 1.87 -1.68
S -0.17 -2.41 -4.47
C 2.73 -4.39 -1.61
C -3.94 -2.77 2.84
C -2.96 -2.61 3.80
C -1.70 -2.15 3.43
H 3.85 2.99 0.82
C 4.06 1.19 -2.85
Pb 0.50 -0.22 0.04
```

## Properties
E_tot in hartree: -3130.34221
ΔE to the lowest compared entry with this formula, charge and spin in kcal per mole: 0.0
F_max in eV Å⁻¹: 1.26
Charge: +1

Results of the Löwdin charge analysis, in e, for atoms 1 through 5:
1. C -0.0164
2. H 0.0998
3. N -0.0137
4. C -0.1300
5. C -0.0374

=====

Entry 6:
# C35H29Cl5F6LaN7O4SbSi

A structure of composition C35H29Cl5F6LaN7O4SbSi (wB97M-V/def2-TZVPD, OMol25).

```
89
Properties=species:S:1:pos:R:3
H -4.44 -2.84 0.82
Si 2.15 -2.66 -1.09
C -2.45 -2.97 4.30
C 5.19 -0.13 -2.07
H -6.54 1.42 -1.30
H -1.86 -2.63 5.13
H -1.80 3.79 0.06
F 1.21 -0.23 -5.45
C -3.51 1.82 -0.45
C -3.67 0.71 -2.89
O 5.03 -0.87 0.76
C 3.40 -1.60 -3.54
H 6.34 4.72 0.74
H 2.93 -3.98 1.94
C 3.82 2.53 1.39
H 5.67 0.82 -3.86
C 4.26 4.86 0.11
C -5.54 -0.54 -0.76
C -4.84 1.21 -2.59
C 4.23 -1.29 -0.03
F 2.35 1.42 -1.75
N -3.04 -1.88 2.10
C -3.33 3.13 -1.13
C -1.29 -1.03 3.17
Cl 2.12 -4.58 4.77
C 4.31 -1.05 -1.48
H -3.48 -3.07 4.67
H 2.73 -2.25 -4.03
C -2.73 0.04 -1.97
H -5.32 2.12 0.78
N -2.46 -0.98 1.22
H 4.09 -0.69 -5.28
O -2.82 3.91 -0.16
H -5.10 -0.45 1.48
H 5.94 2.41 1.68
C 2.56 -0.74 2.28
H -4.34 -3.44 2.55
C -5.54 0.98 -1.28
C 2.67 -3.12 2.50
H 2.19 0.28 4.08
C 2.97 4.30 0.18
F 0.38 2.25 -6.21
N -2.71 0.78 -0.55
Sb 0.56 1.32 -4.59
Cl 0.44 -3.17 0.02
H -2.67 3.06 -1.98
H -3.30 0.91 -3.89
N 2.73 0.47 1.57
H -0.60 -0.86 4.05
C -4.74 -0.09 0.48
H -2.68 -2.13 -1.31
Cl 2.54 -4.48 -1.96
C 2.35 -0.70 3.63
F -0.70 2.06 -1.95
C 5.11 0.03 -3.42
F -0.45 3.68 0.41
H -5.26 1.84 -3.33
Cl 1.83 -1.49 6.02
N 3.03 -1.98 0.27
C -4.81 1.37 0.15
C -3.76 -3.06 1.69
C -4.71 -1.45 -1.51
O 4.20 1.15 3.28
C 3.63 1.28 2.22
H -1.78 -0.02 -2.46
C -3.32 -0.45 0.16
H 2.13 4.78 -0.41
C 4.25 -0.73 -4.20
C -2.30 -1.97 3.25
C 2.38 -3.11 3.85
H -4.31 3.51 -1.42
H -1.99 -3.86 3.95
C 2.19 -1.84 4.39
O -0.62 0.45 1.36
H -6.54 -0.97 -0.51
C -3.30 -1.27 -1.18
H -4.99 -2.16 -2.24
C 5.34 4.21 0.68
C -1.37 -0.35 1.90
H 4.46 5.77 -0.35
N 2.79 3.17 0.80
N 3.43 -1.71 -2.17
C 5.12 2.98 1.29
H -3.08 -3.80 1.39
La 0.89 1.84 -0.13
F -1.11 0.45 -4.62
Cl 0.70 -1.56 -2.31
C 2.71 -1.98 1.71
H 5.88 0.42 -1.46
```

## Properties
E_tot in hartree: -5497.23249
ΔE to the lowest compared entry with this formula, charge and spin in kcal per mole: 64.8
F_max in eV Å⁻¹: 3.64
Multiplicity: 2

Results of the Löwdin charge analysis, in e, for atoms 1 through 5:
1. H 0.1031
2. Si -0.5386
3. C -0.0036
4. C 0.0417
5. H 0.1420